Entry from OMol25: a cluster of 5 separate species, C14H23NO14Si in total (ωB97M-V/def2-TZVPD).

```
53
Properties=species:S:1:pos:R:3:forces:R:3
N -5.748 1.483 0.145 0.18 -1.41 0.99
Si -4.110 1.206 0.816 0.01 0.46 -0.62
C -2.863 2.625 0.439 0.37 0.92 0.60
C -3.627 4.026 0.485 -0.15 -0.47 -2.45
O -4.149 4.427 -0.561 1.37 -0.26 3.53
O -3.685 4.703 1.730 -0.25 -2.00 -1.48
H -6.022 0.566 -0.258 0.11 0.92 0.04
H -6.433 1.608 0.913 0.54 0.22 -0.69
H -4.156 1.086 2.287 -0.08 -0.01 0.10
H -3.549 -0.011 0.186 -0.16 0.01 0.08
H -2.368 2.466 -0.582 -0.95 0.48 1.41
H -2.043 2.540 1.239 -1.24 0.26 -1.12
H -3.610 3.975 2.392 0.21 0.91 -0.41
C 1.299 1.873 3.458 0.38 0.29 0.67
C 1.945 1.626 2.129 0.91 0.44 -0.18
O 1.078 0.672 1.523 -0.70 -0.09 0.27
C -0.139 0.810 2.108 -0.37 -0.37 -0.25
O -1.140 0.277 1.718 0.53 0.29 0.24
O -0.079 1.631 3.190 -0.19 -0.35 -0.54
H 1.453 2.892 3.815 -0.22 -0.08 -0.04
H 1.638 1.173 4.227 -0.07 0.01 -0.05
H 1.977 2.522 1.506 -0.03 -0.12 0.06
H 2.956 1.226 2.225 -0.15 -0.13 -0.18
C 2.969 -3.243 0.218 -0.24 -0.58 0.40
C 2.475 -2.717 -1.098 -0.48 -0.28 -0.59
O 2.831 -1.338 -1.042 0.61 0.21 0.38
C 3.863 -1.225 -0.165 0.38 0.41 0.16
O 4.509 -0.227 -0.011 -0.42 -0.42 -0.09
O 4.068 -2.384 0.511 0.09 0.70 -0.42
H 3.294 -4.282 0.158 0.12 0.18 0.10
H 2.228 -3.150 1.014 0.10 0.05 -0.13
H 2.981 -3.179 -1.951 0.07 0.05 0.06
H 1.403 -2.835 -1.217 0.22 0.32 -0.02
C -2.398 -5.720 -0.853 -0.74 -0.38 0.16
C -1.940 -5.071 -2.124 -0.41 -0.03 -0.77
O -0.883 -4.227 -1.688 0.28 -0.14 0.56
C -0.412 -4.744 -0.522 0.42 0.07 0.43
O 0.586 -4.372 0.026 -1.04 -0.67 -0.26
O -1.217 -5.734 -0.059 0.47 0.46 -0.23
H -2.772 -6.733 -1.011 0.18 0.04 0.16
H -3.164 -5.136 -0.336 0.08 -0.01 -0.02
H -1.543 -5.793 -2.844 0.01 0.04 0.07
H -2.729 -4.491 -2.604 0.21 0.11 0.05
C 2.342 2.240 -1.767 -0.26 -1.02 -0.04
C 3.165 2.940 -2.805 0.36 -0.29 -0.63
O 2.987 4.314 -2.481 -0.20 0.02 0.54
C 2.649 4.376 -1.165 -0.01 0.87 0.39
O 2.590 5.386 -0.529 0.03 -0.66 -0.34
O 2.387 3.137 -0.664 0.16 0.57 -0.24
H 2.754 1.268 -1.493 -0.04 0.16 0.18
H 1.300 2.111 -2.075 0.04 0.07 0.01
H 4.229 2.694 -2.732 -0.07 0.01 0.05
H 2.823 2.732 -3.819 0.01 0.22 0.07
```
Forces are in eV/Å.

Calculated values
LUMO energy: 0.145 eV
largest force on an atom: 0.0738 Eh/bohr
SMILES string: N[SiH2]CC(=O)O.O=C1OCCO1.O=C1OCCO1.O=C1OCCO1.O=C1OCCO1
Kohn-Sham gap: 9.875 eV
charge: 0

Mulliken atomic charge list, values in e, 2 entries: -0.5908 0.5875

***

Entry from OMol25: the molecule C3H4N2O (ωB97M-V/def2-TZVPD).

```
10
Properties=species:S:1:pos:R:3:forces:R:3
O 0.217 0.174 2.413 0.29 -0.45 -0.19
C 0.307 -0.037 1.221 0.08 0.10 0.38
N 1.461 -0.193 0.475 -0.20 0.01 0.19
N 1.025 -0.164 -0.795 -0.22 0.05 -0.32
C -0.241 0.014 -1.051 0.24 -0.06 0.18
C -0.902 0.084 0.273 0.02 0.07 0.10
H -1.249 1.053 0.639 -0.37 0.23 -0.76
H 1.741 -0.278 -1.507 -0.19 -0.02 0.09
H -0.625 -0.035 -2.063 0.06 0.09 0.20
H -1.733 -0.618 0.394 0.29 -0.02 0.12
```
Forces are in eV/Å.

Calculated values
relative energy (zero: lowest compared OMol25 entry of this formula, charge and spin): 214.68 kJ/mol
LUMO energy: 0.176 eV
largest force on an atom: 0.0171 Eh/bohr
Kohn-Sham gap: 8.797 eV
charge: 0

Mulliken atomic charge list, values in e, 2 entries: -0.5866 0.3788

***

Entry from OMol25: a structure of composition C33H30I2N2P2PdS (ωB97M-V/def2-TZVPD).

```
71
Properties=species:S:1:pos:R:3:forces:R:3
Pd 0.452 0.099 2.087 0.07 0.12 -0.08
I 0.677 2.517 0.773 0.01 0.02 0.00
C -1.249 2.268 -0.106 0.00 0.01 0.02
I -2.736 1.732 1.301 -0.02 0.03 -0.01
H -1.156 1.482 -0.846 0.00 0.00 -0.01
H -1.516 3.216 -0.556 0.00 0.00 -0.01
N -1.908 -1.743 0.322 0.00 -0.03 -0.01
C -0.715 -1.607 -0.278 -0.01 0.02 0.02
N 0.279 -0.908 0.223 -0.02 -0.05 0.04
C 1.425 -1.009 -0.585 -0.01 0.00 0.00
C 2.675 -0.461 -0.314 0.00 0.00 -0.01
C 3.703 -0.674 -1.216 -0.01 0.00 0.00
C 3.502 -1.425 -2.374 0.01 0.00 0.00
C 2.269 -1.992 -2.642 -0.01 0.00 0.00
C 1.243 -1.778 -1.733 0.01 -0.01 -0.02
S -0.388 -2.398 -1.784 0.01 0.00 -0.01
H -2.154 -1.116 1.074 0.00 0.01 0.01
H -2.666 -2.191 -0.166 0.00 0.00 0.00
H 2.848 0.113 0.589 -0.01 0.00 0.01
H 4.678 -0.249 -1.020 0.00 0.00 0.00
H 4.318 -1.572 -3.068 0.00 0.00 0.00
H 2.111 -2.587 -3.532 0.00 0.00 0.00
C 0.984 -0.838 4.944 -0.02 0.05 0.04
P 0.117 -1.604 3.523 0.00 -0.09 0.02
C 0.827 -3.203 3.154 0.06 0.00 -0.04
C 0.540 -4.292 3.982 0.02 0.01 -0.01
C 1.160 -5.508 3.748 -0.02 0.00 0.01
C 2.065 -5.639 2.701 0.01 0.00 -0.02
C 2.359 -4.556 1.886 -0.02 -0.01 0.00
C 1.741 -3.334 2.109 -0.02 0.02 0.02
C -1.625 -1.767 3.936 -0.03 -0.01 0.01
C -2.371 -2.831 3.427 0.00 0.04 0.02
C -3.728 -2.913 3.703 0.02 0.00 0.00
C -4.343 -1.938 4.475 -0.01 0.01 0.00
C -3.604 -0.873 4.975 0.00 0.00 0.01
C -2.248 -0.782 4.707 -0.03 -0.03 -0.03
P 1.143 0.803 4.127 -0.07 -0.10 0.00
C 0.272 2.008 5.121 0.02 0.01 0.04
C -0.657 2.881 4.563 0.01 0.00 -0.01
C -1.302 3.806 5.372 0.00 0.00 -0.02
C -1.018 3.855 6.729 0.00 0.00 0.02
C -0.089 2.984 7.289 -0.01 0.00 0.00
C 0.558 2.059 6.489 0.01 0.00 -0.03
C 2.881 1.240 4.005 0.05 0.00 0.00
C 3.788 0.292 3.521 -0.01 0.01 -0.01
C 5.122 0.628 3.376 0.00 0.00 0.01
C 5.554 1.910 3.698 0.01 -0.01 0.00
C 4.653 2.856 4.162 -0.02 0.00 0.02
C 3.313 2.526 4.319 0.00 0.01 -0.03
H 1.959 -1.304 5.091 0.00 -0.03 0.00
H 0.431 -0.837 5.883 0.02 -0.01 0.01
H -0.163 -4.194 4.799 -0.02 0.00 0.02
H 0.940 -6.354 4.385 0.00 0.00 0.00
H 2.543 -6.593 2.523 0.00 0.00 0.00
H 3.066 -4.661 1.074 0.00 0.00 0.00
H 1.973 -2.489 1.473 0.00 -0.01 0.01
H -1.895 -3.596 2.830 0.01 -0.02 -0.03
H -4.303 -3.748 3.324 0.00 0.00 0.00
H -5.400 -2.010 4.695 0.01 0.00 0.00
H -4.083 -0.117 5.583 0.01 0.00 0.00
H -1.690 0.058 5.102 0.04 0.03 0.01
H -0.878 2.835 3.506 -0.01 0.00 0.01
H -2.024 4.487 4.943 0.00 -0.01 0.00
H -1.522 4.577 7.358 0.00 0.00 0.00
H 0.130 3.031 8.347 0.00 0.00 -0.01
H 1.288 1.387 6.927 -0.01 0.00 0.00
H 3.459 -0.709 3.257 0.00 0.01 0.01
H 5.829 -0.109 3.017 -0.01 0.00 0.00
H 6.598 2.169 3.590 -0.01 0.00 -0.01
H 4.991 3.853 4.413 0.00 -0.01 0.00
H 2.616 3.265 4.692 -0.02 0.01 0.02
```
Forces are in eV/Å.

Calculated values
relative energy (zero: lowest compared OMol25 entry of this formula, charge and spin): 0.00 kJ/mol
LUMO energy: -6.188 eV
largest force on an atom: 0.0031 Eh/bohr
Kohn-Sham gap: 7.449 eV
charge: +2

Mulliken atomic charge list, values in e, 2 entries: 0.5623 0.1295

***

Entry from OMol25: a cluster of 2 separate species, C6H17ClSi2 in total (ωB97M-V/def2-TZVPD).

```
26
Properties=species:S:1:pos:R:3:forces:R:3
C 2.331 1.515 1.032 -2.25 1.16 3.71
C 3.347 0.713 -1.142 -1.21 1.82 2.51
C -0.391 -2.455 -1.000 -3.77 -0.69 0.85
C -1.347 -1.190 0.840 -0.01 3.29 0.14
C 2.237 0.461 -0.029 0.45 -1.27 -0.10
C -0.023 -1.382 -0.025 -0.81 1.13 3.11
Si -3.907 1.587 0.081 -0.18 0.82 -0.20
Si 0.413 0.343 -0.833 1.05 -0.68 1.01
Cl -4.915 -0.182 -0.143 0.18 -0.44 -0.10
H 1.285 1.939 1.382 1.55 -0.76 -0.70
H 2.801 1.325 2.105 -0.59 -0.31 -2.41
H 2.814 2.376 0.665 0.70 1.20 -0.47
H 3.207 -0.120 -1.776 0.93 -0.79 -1.12
H 4.326 0.826 -0.550 -1.14 -0.34 -1.56
H 3.036 1.680 -1.672 0.84 -1.31 0.59
H 0.378 -2.610 -1.702 0.79 -1.12 -0.85
H -0.858 -3.347 -0.391 1.64 0.99 -1.40
H -1.371 -2.148 -1.565 1.89 -0.14 0.63
H -1.293 -0.353 1.684 0.38 -2.20 -1.16
H -1.682 -2.160 1.164 -0.13 -0.24 0.65
H -2.180 -0.720 0.268 0.56 -0.80 -0.20
H 2.437 -0.510 0.521 -0.10 0.73 -1.07
H 0.697 -1.674 0.852 -0.65 0.10 -2.14
H -4.966 2.387 0.758 0.65 -0.02 0.47
H -2.515 1.403 0.707 -1.18 0.25 -0.31
H -3.861 2.294 -1.230 0.40 -0.39 0.12
```
Forces are in eV/Å.

Calculated values
relative energy (zero: lowest compared OMol25 entry of this formula, charge and spin): 327.88 kJ/mol
LUMO energy: -0.602 eV
largest force on an atom: 0.0873 Eh/bohr
Kohn-Sham gap: 7.679 eV
charge: 0

Mulliken atomic charge list, values in e, 2 entries: -1.1436 -1.4076

***

Entry from OMol25: a cluster of 3 separate species, C29H68N9O4P2 in total (ωB97M-V/def2-TZVPD).

```
112
Properties=species:S:1:pos:R:3:forces:R:3
C 7.085 -1.068 4.986 -0.04 -0.04 -0.53
C 7.131 -1.337 3.817 0.01 -0.01 0.35
C 7.245 -1.589 2.377 -0.74 0.37 0.39
C 6.328 -0.619 1.549 1.60 0.51 0.14
C 7.124 -0.164 0.256 -1.22 -1.15 -0.06
N 7.620 1.192 0.501 -0.06 -0.88 0.32
C 7.206 2.207 -0.518 0.86 0.83 -0.37
C 6.757 3.592 -0.048 0.35 0.29 -0.27
C 7.886 4.643 0.127 -0.23 -0.09 0.26
C 7.949 5.335 1.496 0.10 0.35 -0.46
C 6.589 5.842 2.020 0.48 -0.12 0.42
C 6.140 5.109 3.283 -0.46 -0.04 -0.07
C 4.982 5.791 4.051 0.01 -0.62 -0.02
O 4.943 7.181 3.889 0.00 -0.01 0.06
C 3.977 7.630 2.956 0.08 -0.11 -0.10
C 7.300 1.433 1.800 -0.75 0.32 0.16
N 7.920 2.286 2.562 0.24 0.43 -0.19
N 6.304 0.635 2.289 -0.58 -0.24 -0.26
O 5.133 1.225 2.731 0.38 -0.09 0.48
C 4.263 1.672 1.667 -0.70 0.18 -0.68
C 2.867 1.107 1.887 0.33 0.71 0.68
C 2.208 1.857 3.067 0.17 -0.52 0.01
H 7.025 -0.795 6.009 0.00 -0.09 0.17
H 6.974 -2.625 2.185 0.30 -0.08 -0.30
H 8.274 -1.367 2.093 0.12 -0.41 -0.07
H 5.362 -1.057 1.333 -0.23 0.28 0.10
H 7.896 -0.911 0.096 0.35 0.32 -0.22
H 6.429 -0.207 -0.581 0.21 0.28 -0.26
H 6.436 1.782 -1.160 -0.14 -0.37 0.33
H 8.066 2.370 -1.169 0.02 -0.11 -0.10
H 6.095 3.575 0.815 0.00 -0.16 0.06
H 6.152 3.957 -0.878 -0.24 -0.13 0.05
H 8.847 4.202 -0.146 0.10 0.00 0.13
H 7.722 5.436 -0.602 -0.03 -0.04 -0.11
H 8.593 6.206 1.369 0.13 -0.04 0.00
H 8.467 4.726 2.235 -0.15 -0.05 0.14
H 5.821 5.772 1.248 -0.03 0.02 -0.05
H 6.694 6.895 2.268 -0.12 0.07 -0.01
H 6.978 4.964 3.970 0.18 0.18 -0.09
H 5.781 4.110 3.007 0.08 -0.11 0.11
H 5.093 5.549 5.109 0.03 0.22 0.10
H 4.041 5.317 3.754 -0.14 0.24 -0.13
H 3.824 6.902 2.155 0.04 -0.03 -0.05
H 4.351 8.547 2.508 -0.09 0.13 0.06
H 3.013 7.803 3.438 -0.02 0.09 0.06
H 8.828 2.625 2.288 -0.17 0.37 -0.30
H 7.545 2.604 3.444 -0.08 -0.32 0.13
H 4.203 2.761 1.715 0.18 0.06 0.03
H 4.637 1.421 0.672 0.34 -0.29 0.16
H 2.268 1.236 0.987 0.09 -0.11 -0.15
H 2.979 0.051 2.126 -0.24 -0.13 -0.21
H 2.305 1.252 3.966 -0.22 0.07 0.14
H 2.729 2.792 3.275 -0.08 0.13 -0.09
H 1.162 2.076 2.877 -0.09 -0.09 0.09
O -1.971 0.416 1.194 -1.64 -2.11 2.33
P -2.302 -0.630 0.175 2.91 2.38 -5.58
N -0.735 -1.334 -0.086 -0.10 0.11 0.13
C 0.027 -1.506 -1.299 0.01 -0.19 -0.22
C -0.241 -2.146 1.013 -0.38 0.08 0.38
N -2.817 0.470 -1.051 0.38 0.73 0.30
C -2.463 0.344 -2.453 -0.50 -0.33 -0.17
C -2.827 1.889 -0.698 0.17 0.15 0.02
N -3.242 -1.846 -0.656 -1.20 -1.05 2.62
C -4.410 -2.252 0.167 -0.32 0.34 -0.12
C -2.677 -3.026 -1.297 0.39 -0.21 0.19
H 0.095 -2.559 -1.609 -0.03 0.01 0.00
H 1.060 -1.162 -1.153 -0.05 0.07 0.05
H -0.382 -0.952 -2.137 -0.05 0.01 0.08
H -0.836 -3.062 1.151 0.14 -0.05 0.03
H -0.269 -1.589 1.953 -0.05 0.00 -0.01
H 0.793 -2.451 0.848 0.00 0.06 -0.15
H -1.420 0.626 -2.642 -0.02 0.04 -0.05
H -3.085 1.012 -3.052 -0.05 0.01 0.04
H -2.649 -0.660 -2.832 0.12 -0.08 0.10
H -1.816 2.317 -0.665 -0.01 0.06 0.04
H -3.300 2.061 0.262 0.06 -0.07 0.05
H -3.401 2.442 -1.446 0.02 -0.11 -0.09
H -4.108 -2.764 1.086 -0.07 -0.10 -0.03
H -5.068 -2.917 -0.391 0.06 0.03 -0.12
H -4.996 -1.371 0.447 0.10 0.04 0.00
H -2.097 -3.673 -0.630 0.06 0.01 -0.07
H -2.076 -2.754 -2.162 0.15 0.07 0.13
H -3.506 -3.622 -1.683 -0.10 0.08 0.09
O -6.756 -4.884 -2.530 0.55 2.33 1.98
P -8.052 -4.197 -2.797 -2.92 -2.96 -3.45
N -9.175 -5.395 -2.274 0.18 0.17 -0.21
C -10.344 -5.950 -2.915 -0.31 0.04 0.02
C -9.108 -5.671 -0.848 0.33 0.14 0.14
N -7.965 -3.990 -4.482 0.51 -0.51 -0.12
C -9.101 -4.160 -5.370 -0.23 0.56 -0.02
C -6.759 -4.499 -5.136 0.12 -0.24 -0.04
N -9.063 -2.808 -2.594 1.75 0.99 1.87
C -8.341 -1.753 -1.842 0.22 0.08 -0.38
C -10.446 -2.875 -2.146 -0.17 -0.33 0.16
H -11.279 -5.631 -2.431 0.03 0.05 -0.01
H -10.327 -7.044 -2.858 0.09 0.01 -0.02
H -10.420 -5.682 -3.962 0.07 0.04 0.06
H -9.444 -4.817 -0.237 -0.03 -0.12 0.04
H -8.088 -5.914 -0.546 0.00 0.02 -0.03
H -9.738 -6.522 -0.594 -0.04 -0.02 -0.10
H -9.360 -5.214 -5.512 0.01 0.02 -0.06
H -8.858 -3.758 -6.356 0.06 0.06 0.03
H -9.973 -3.607 -5.023 -0.01 -0.10 0.16
H -6.758 -5.593 -5.212 0.05 -0.01 -0.01
H -5.861 -4.193 -4.612 -0.05 -0.04 0.12
H -6.701 -4.091 -6.147 -0.15 0.05 0.01
H -8.126 -2.053 -0.810 -0.06 0.08 0.04
H -8.918 -0.830 -1.812 -0.07 -0.03 -0.10
H -7.391 -1.529 -2.336 -0.01 -0.05 0.02
H -10.585 -3.354 -1.171 -0.06 -0.03 -0.06
H -11.077 -3.360 -2.888 0.08 -0.19 0.06
H -10.816 -1.853 -2.060 0.12 0.05 -0.03
```
Forces are in eV/Å.

Calculated values
LUMO energy: -3.484 eV
largest force on an atom: 0.1308 Eh/bohr
Kohn-Sham gap: 5.849 eV
charge: +1

Mulliken atomic charge list, values in e, 2 entries: 0.0886 -0.5620